The following is a quantum chemistry calculation of a structure of composition C15H28GaNO2 in a non-equilibrium geometry, from the OMol25 dataset.

The geometry in XYZ format:
```
47
Properties=species:S:1:pos:R:3
H 0.47 0.17 -4.41
H 1.26 2.10 -0.47
C -1.64 -3.04 -0.25
H -0.21 -0.70 4.95
H 1.85 4.75 1.02
H 3.37 -1.08 -1.34
C 2.68 -0.84 -2.15
H -1.34 -0.93 6.22
Ga 0.23 -0.71 0.85
C -2.43 -0.73 -2.22
H 0.38 3.80 -2.03
C -1.04 -1.14 -1.89
H 2.82 0.23 -2.39
C -1.35 -0.36 3.07
H 2.98 3.44 0.98
C 0.81 -2.16 -0.90
H -2.59 0.81 4.50
H 0.92 1.32 -3.15
H 0.01 4.93 -0.71
H -2.45 0.27 -2.66
C 1.26 -1.14 -1.82
C 2.18 3.89 0.41
O -0.14 -0.77 3.20
H 1.44 -4.19 -1.16
N -1.04 -0.30 5.46
O -1.86 -0.13 1.95
H 1.49 -3.66 0.55
C 0.97 3.07 -0.04
H -0.82 0.61 5.89
H 3.00 -1.39 -3.05
C 0.14 -0.54 -2.40
H -1.26 -3.39 0.72
C 1.65 -3.33 -0.49
H -2.86 -0.93 4.52
C -2.10 -0.16 4.41
H -2.89 -1.41 -2.95
H -3.06 -0.73 -1.32
H 0.40 2.76 0.85
H -0.78 1.03 -3.52
H -2.59 -2.51 -0.04
C -0.67 -2.13 -0.94
H -1.01 3.51 -0.96
C 0.04 3.86 -0.99
H 2.72 4.33 -0.43
H -1.90 -3.92 -0.85
C 0.19 0.55 -3.42
H 2.73 -3.10 -0.61
```

Output
LUMO level (alpha / beta): -9.28 / -9.15 eV
E_HOMO (alpha / beta): -14.890 / -15.172 eV
gap between HOMO and LUMO (alpha / beta): 5.61 / 6.02 eV
total charge: +2

Atom charges from the Mulliken analysis, given in e for atoms 1 to 2: number 1, H, carries 0.35; number 2, H, carries -0.51